{"formula": "C12H36O6", "method": "ωB97M-V with the def2-TZVPD basis set", "species": ["O", "O", "O", "O", "O", "O", "C", "C", "C", "C", "C", "C", "C", "C", "C", "C", "C", "C", "H", "H", "H", "H", "H", "H", "H", "H", "H", "H", "H", "H", "H", "H", "H", "H", "H", "H", "H", "H", "H", "H", "H", "H", "H", "H", "H", "H", "H", "H", "H", "H", "H", "H", "H", "H"], "positions_angstrom": [[-46.269, -1.196, 4.572], [-50.600, -7.293, 6.568], [-47.996, -6.460, 6.429], [-44.577, -1.522, 6.680], [-46.439, -8.003, 4.486], [-43.895, -7.584, 5.747], [-44.505, -0.960, 2.898], [-45.599, -1.919, 3.469], [-43.452, -2.229, 6.471], [-48.226, -5.253, 5.849], [-43.300, -3.239, 7.626], [-50.062, -6.498, 8.771], [-46.194, -10.046, 3.318], [-47.093, -9.207, 4.196], [-50.933, -7.454, 7.971], [-46.800, -4.624, 5.565], [-43.827, -8.311, 6.885], [-44.106, -7.379, 8.033], [-50.865, -8.421, 8.368], [-45.017, -6.937, 8.109], [-44.730, -9.150, 6.795], [-47.313, -9.923, 4.915], [-47.029, -7.575, 5.112], [-49.019, -6.934, 8.886], [-46.043, -9.648, 2.231], [-43.366, -6.557, 8.092], [-46.171, -5.245, 5.130], [-44.914, -1.271, 5.840], [-46.099, -4.431, 6.475], [-49.947, -5.659, 8.153], [-42.730, -8.695, 7.149], [-42.495, -4.016, 7.379], [-46.945, -3.733, 5.186], [-44.935, -0.022, 2.742], [-43.810, -0.736, 3.673], [-44.029, -7.626, 8.894], [-44.724, -7.630, 5.272], [-45.197, -9.947, 3.622], [-51.441, -7.543, 5.973], [-48.728, -6.676, 7.033], [-47.148, -1.175, 4.396], [-47.967, -9.064, 3.505], [-46.469, -11.010, 3.294], [-48.841, -4.620, 6.449], [-43.168, -2.614, 8.437], [-46.232, -1.970, 2.699], [-45.184, -2.877, 3.673], [-52.105, -7.447, 8.194], [-44.069, -1.367, 2.012], [-48.896, -5.347, 4.787], [-50.509, -6.344, 9.605], [-42.717, -1.467, 6.164], [-44.042, -4.014, 7.697], [-43.503, -2.759, 5.589]], "forces_ev_per_a": [[4.759, -1.277, -0.266], [-3.486, -1.308, -1.019], [-0.114, -1.907, 1.239], [-2.285, 1.052, 1.640], [-0.412, -0.293, 0.678], [1.581, 1.262, -2.141], [-0.763, -1.549, 1.634], [2.239, 3.331, 1.575], [1.320, -0.751, 0.378], [0.669, 1.208, -3.514], [2.246, -1.329, -3.072], [3.129, -3.115, -5.321], [1.336, 4.202, -2.894], [0.186, -0.251, -4.464], [-2.731, 0.610, -0.243], [-2.165, -1.196, 5.976], [-1.203, -2.205, 2.142], [1.635, 3.468, -8.230], [1.274, -2.002, -0.104], [-3.089, 1.439, -1.028], [2.684, 1.366, 0.697], [-0.774, -0.276, 2.595], [-0.132, 0.791, 0.518], [-1.270, 0.387, 0.284], [-0.923, -0.599, 1.627], [-0.158, -0.047, -0.954], [2.351, -2.976, -3.278], [-1.060, 0.601, -0.769], [-1.963, -0.185, -0.529], [-0.052, 1.733, -0.308], [-2.327, 0.062, -1.315], [0.056, 1.732, 0.693], [-0.275, 4.398, -2.588], [-1.008, 1.439, -0.813], [1.143, -0.260, 0.448], [1.370, -4.877, 10.719], [-0.528, -0.507, 0.030], [1.588, -0.253, 1.121], [2.985, 0.775, 2.157], [0.503, -0.145, -0.876], [-4.015, 0.049, -0.680], [0.087, 0.347, 1.209], [-1.029, -3.524, -0.189], [-0.276, 0.659, 0.634], [0.448, 0.317, 2.432], [-2.959, -0.789, -2.774], [0.042, -0.729, 0.933], [2.040, 1.389, -0.750], [0.494, -0.177, -0.462], [1.903, 0.134, 2.407], [-2.411, 1.461, 5.741], [1.267, -0.598, 1.271], [-1.472, 0.654, 0.092], [-0.456, -1.743, -2.288]], "nbo_charge": [-0.74, -0.75, -0.76, -0.73, -0.75, -0.76, -0.62, -0.07, -0.06, -0.03, -0.63, -0.63, -0.60, -0.08, -0.06, -0.62, -0.04, -0.62, 0.17, 0.20, 0.14, 0.17, 0.50, 0.21, 0.19, 0.19, 0.21, 0.49, 0.21, 0.21, 0.17, 0.21, 0.20, 0.21, 0.20, 0.19, 0.51, 0.21, 0.49, 0.50, 0.47, 0.16, 0.20, 0.16, 0.21, 0.17, 0.18, 0.16, 0.21, 0.13, 0.22, 0.15, 0.22, 0.14], "orbital_gap_ev": 9.5964, "fmax_ha_per_bohr": 0.23056, "e_above_lowest_kj_mol": 829.8, "e_tot_ha": -929.9269, "smiles": "CCO.CCO.CCO.CCO.CCO.CCO", "charge": 0, "homo_ev": -9.244}

{"formula": "C28H47B2Br4Cl4F4N2NaO17", "method": "ωB97M-V with the def2-TZVPD basis set", "species": ["Br", "Br", "Br", "Br", "Cl", "Cl", "Cl", "Cl", "Na", "F", "F", "F", "F", "O", "O", "O", "O", "O", "O", "O", "O", "O", "O", "O", "O", "O", "O", "O", "O", "O", "N", "N", "C", "C", "C", "C", "C", "C", "C", "C", "C", "C", "C", "C", "C", "C", "C", "C", "C", "C", "C", "C", "C", "C", "C", "C", "C", "C", "C", "C", "B", "B", "H", "H", "H", "H", "H", "H", "H", "H", "H", "H", "H", "H", "H", "H", "H", "H", "H", "H", "H", "H", "H", "H", "H", "H", "H", "H", "H", "H", "H", "H", "H", "H", "H", "H", "H", "H", "H", "H", "H", "H", "H", "H", "H", "H", "H", "H", "H"], "positions_angstrom": [[-2.305, -2.518, 4.541], [-1.644, 0.359, 3.249], [0.181, -0.351, -8.235], [-4.704, -0.601, 3.566], [1.089, -3.444, 7.370], [-2.717, -3.877, 1.736], [-5.509, -4.110, 2.541], [2.136, -1.512, 4.749], [4.857, -3.520, -0.618], [4.488, 2.692, -2.535], [-0.503, -1.342, 9.135], [-1.810, -2.736, 8.084], [-1.470, -0.742, 7.274], [-0.090, -1.586, -6.609], [-2.592, -5.140, -7.364], [2.185, -2.919, 1.073], [0.290, -3.881, -5.953], [4.345, 3.710, 2.887], [-0.447, -0.351, -3.411], [0.226, 0.355, -1.789], [0.083, -5.992, -6.739], [2.129, 2.651, -2.601], [-1.896, -3.184, -6.464], [1.015, 4.061, -3.940], [0.439, 0.528, -6.002], [-1.185, 4.740, -6.976], [-3.216, -1.797, 10.215], [-3.410, 0.185, 9.076], [-0.814, -2.305, -4.491], [6.038, 2.143, 2.078], [0.780, -0.415, 0.586], [-2.523, 3.305, -7.996], [-0.078, -1.694, 0.606], [0.729, -2.956, 1.287], [-4.296, -1.400, 11.074], [2.742, -0.462, -1.457], [-1.672, -1.426, 8.436], [4.810, 2.329, 2.633], [2.906, -2.028, -1.937], [1.434, 6.163, -5.095], [-1.898, 3.482, -9.328], [1.837, -0.381, 1.659], [0.466, 5.354, -4.253], [-2.905, -0.684, 4.301], [1.837, 3.809, -2.897], [2.690, 1.025, 1.760], [-1.726, -4.460, -6.838], [-0.422, -1.025, -4.428], [-2.861, -0.901, 9.240], [-3.993, -4.978, 2.269], [2.814, -1.738, 1.683], [-3.515, 4.995, -6.394], [3.856, 0.994, 2.960], [-5.632, -1.659, 10.405], [1.886, -4.000, 5.877], [2.905, -2.997, 5.362], [0.022, -0.585, -5.725], [-0.387, -4.887, -6.525], [-2.346, 4.405, -7.118], [2.459, 4.963, -2.168], [1.248, -0.200, -0.831], [-0.627, -2.739, -5.879], [-4.219, -2.008, 11.984], [0.153, 5.880, -3.346], [-4.191, -0.352, 11.377], [4.581, 0.072, 2.860], [2.383, -4.945, 6.117], [-2.945, -0.228, 5.296], [0.706, 1.121, -2.263], [0.312, -3.934, 0.746], [2.879, -2.119, -3.113], [-0.829, 3.678, -9.209], [-4.152, -5.738, 1.500], [3.466, -3.430, 4.528], [-3.506, 3.029, -8.042], [-1.028, -1.499, 1.300], [1.848, 5.863, -2.168], [3.794, -1.464, 1.091], [-5.711, -2.706, 10.090], [-3.684, -5.456, 3.201], [1.702, 5.615, -6.003], [3.404, 1.141, 4.031], [1.982, -2.632, -1.515], [-2.402, 4.305, -9.842], [3.625, -0.227, -0.699], [3.620, -2.712, 6.141], [2.586, 4.681, -1.117], [2.366, 6.360, -4.557], [2.971, 0.220, -2.409], [-4.197, 5.462, -7.109], [0.093, 0.369, 0.803], [3.144, -1.964, 2.801], [-0.437, -1.925, -0.508], [-3.164, 5.752, -5.687], [0.512, -3.049, 2.440], [-4.035, 4.210, -5.838], [0.990, 7.121, -5.379], [1.109, -4.204, 5.133], [1.242, -0.452, 2.695], [-1.969, 2.568, -7.545], [-5.751, -1.047, 9.505], [3.475, 3.801, 2.367], [-2.042, 2.548, -9.878], [1.915, 1.849, 2.130], [-0.445, 5.171, -4.833], [3.437, 5.179, -2.604], [3.876, -2.517, -1.463], [3.265, 1.324, 0.787], [-6.456, -1.434, 11.087]], "forces_ev_per_a": [[0.004, 0.761, 0.465], [-0.209, -0.036, 0.243], [-0.012, 3.760, -9.048], [0.635, 0.020, 0.152], [0.125, -0.013, -0.200], [0.075, -0.326, -0.730], [0.061, -0.181, 0.004], [-0.320, 0.090, 0.867], [0.960, -1.130, 0.876], [0.735, -0.081, 0.276], [-1.254, 0.168, -0.237], [-0.369, 1.209, 0.547], [-0.565, -0.245, 1.188], [-0.481, -2.753, 5.843], [1.266, 0.786, 0.767], [-0.825, 1.477, 0.465], [-0.635, -0.610, -0.302], [-0.764, -3.662, -1.671], [-2.027, -2.386, -5.012], [5.655, 1.512, 8.074], [-0.745, 1.419, 0.308], [-2.445, 1.886, -0.481], [0.349, -0.918, -0.075], [-0.590, -0.213, -0.245], [-0.673, -1.048, 2.956], [-1.813, -0.093, -0.165], [1.158, 0.957, -1.530], [1.643, -2.436, -0.115], [0.267, 0.833, 0.321], [-8.373, 1.263, 4.152], [-1.079, 0.128, 1.063], [-0.591, -1.451, -0.406], [-1.212, -1.616, 0.546], [-0.752, -0.650, -0.220], [-0.720, 0.142, 0.540], [1.610, -0.102, -0.095], [1.935, -1.067, -1.342], [5.980, -0.436, -3.078], [-1.181, -0.249, 0.119], [0.254, 0.034, 0.016], [0.094, 0.014, -1.223], [1.233, -0.623, 3.283], [0.320, -0.102, 0.001], [-0.367, -0.165, 0.326], [1.103, -1.926, 0.756], [-0.006, 0.093, 0.883], [-4.488, 0.571, -1.446], [-1.306, -0.744, 3.170], [-2.441, 1.400, 1.708], [-0.199, -0.406, 0.094], [0.464, 1.093, -0.031], [0.051, -0.116, -0.061], [0.312, 1.416, -0.684], [-0.084, -0.040, -0.434], [0.078, -0.088, -0.078], [0.183, -0.410, 0.220], [1.898, 2.131, -2.162], [4.082, -2.193, 0.549], [2.814, 2.629, 1.805], [-0.199, 0.215, 0.568], [-0.645, 2.893, -5.792], [-0.077, -0.271, -0.140], [0.296, 0.017, -0.375], [0.189, -0.027, 0.024], [0.107, -0.161, -0.279], [-1.528, 2.015, 0.326], [0.021, 0.209, -0.064], [0.117, -0.144, -0.464], [-0.509, -1.378, 0.124], [1.113, 2.154, 1.278], [0.366, 0.078, 2.547], [-0.344, -0.115, 0.151], [0.048, 0.319, 0.124], [-0.118, -0.012, 0.065], [0.166, -0.294, -0.225], [2.082, -0.353, -1.713], [-0.061, 0.127, -0.208], [-1.933, -0.708, 0.849], [0.027, 0.130, 0.199], [-0.059, 0.254, -0.184], [-0.151, 0.029, 0.115], [0.851, -0.546, -2.117], [2.043, 0.818, -0.987], [0.102, -0.059, 0.115], [-1.813, -0.336, -1.600], [-0.264, 0.000, -0.138], [0.284, -0.121, -0.382], [-0.177, 0.011, -0.013], [-0.655, -1.054, 2.284], [-0.129, -0.097, 0.063], [1.040, -1.002, -0.511], [-0.918, 0.594, -2.664], [0.852, 0.561, 2.447], [0.047, -0.220, -0.261], [0.300, 0.402, -2.221], [-0.136, 0.050, -0.096], [-0.009, -0.039, 0.002], [0.136, 0.140, 0.134], [1.102, 0.187, -2.400], [0.128, -1.007, 0.000], [0.019, 0.011, 0.223], [1.718, -0.172, 1.165], [0.164, 0.089, 0.136], [1.606, -1.573, -1.197], [0.294, -0.230, 0.188], [-0.021, -0.301, 0.101], [-2.984, 2.204, -2.209], [-1.447, -0.545, 1.534], [0.139, -0.020, -0.038]], "mulliken_charge": [0.01, -0.01, -0.71, 0.01, -0.15, -0.02, -0.12, -0.05, 0.82, -0.92, -0.26, -0.22, -0.22, -0.90, -0.63, -0.34, -0.47, -0.47, -0.68, -0.60, -0.64, -0.48, -0.51, -0.28, -0.60, -0.48, -0.30, -0.54, -0.61, -0.49, -0.42, 0.04, 0.00, -0.08, -0.19, 0.08, 1.06, 0.32, -0.06, -1.08, -0.89, 0.39, 0.11, -0.31, 0.61, -0.92, 0.60, 0.63, 0.12, -0.49, -0.57, -1.23, -0.06, -1.09, -0.36, -0.52, 0.71, 0.59, 0.64, -0.94, 0.32, 1.53, 0.31, 0.37, 0.31, 0.19, 0.37, 0.33, 0.28, 0.37, 0.40, 0.30, 0.36, 0.29, 0.40, -0.06, 0.47, 0.43, 0.30, 0.27, 0.28, 0.26, 0.28, 0.38, 0.20, 0.45, 0.08, 0.38, 0.38, 0.38, 0.56, -0.13, 0.32, 0.32, -0.05, 0.38, 0.38, 0.16, 0.13, 0.19, 0.31, 0.37, 0.39, 0.29, -0.25, 0.22, -0.76, 0.36, 0.37], "orbital_gap_ev": 1.4396, "fmax_ha_per_bohr": 0.19395, "e_tot_ha": -15231.5986, "charge": 0, "homo_ev": -3.630}

{"formula": "C7H15N", "method": "ωB97M-V with the def2-TZVPD basis set", "species": ["N", "C", "C", "C", "C", "C", "C", "C", "H", "H", "H", "H", "H", "H", "H", "H", "H", "H", "H", "H", "H", "H", "H"], "positions_angstrom": [[-1.998, -0.823, 1.789], [1.370, -0.958, 0.954], [0.190, 1.689, 1.001], [1.212, -0.317, -0.194], [1.677, -0.936, -1.484], [0.592, 1.055, -0.327], [-2.581, -1.200, 0.755], [-0.628, 1.011, -1.255], [0.863, -1.488, -1.952], [1.066, -0.550, 1.901], [-1.141, -1.333, 2.008], [-1.421, 0.401, -0.812], [-1.015, 2.026, -1.406], [-0.208, 2.688, 0.822], [1.048, 1.777, 1.662], [-3.502, -0.692, 0.482], [1.838, -1.930, 0.990], [-2.270, -2.012, 0.089], [-0.361, 0.600, -2.232], [1.350, 1.697, -0.797], [2.011, -0.174, -2.180], [2.493, -1.630, -1.309], [-0.584, 1.103, 1.494]], "forces_ev_per_a": [[0.459, 0.354, 1.126], [0.039, -0.086, 0.156], [0.163, -0.004, -0.201], [0.082, 0.194, -0.196], [-0.071, -0.089, 0.156], [-0.252, 0.044, 0.268], [-0.497, -0.500, -0.720], [0.104, 0.120, -0.160], [-0.071, -0.025, -0.163], [-0.100, 0.183, 0.177], [-0.110, -0.113, -0.309], [0.138, 0.118, -0.126], [0.014, -0.195, -0.001], [-0.010, 0.049, 0.031], [0.053, 0.040, 0.141], [-0.134, 0.065, -0.135], [0.108, -0.163, -0.055], [0.141, 0.036, 0.113], [-0.151, 0.028, 0.036], [-0.027, -0.069, -0.027], [0.070, 0.098, -0.167], [0.083, -0.105, -0.004], [-0.029, 0.022, 0.061]], "nbo_charge": [-0.60, -0.44, -0.62, 0.06, -0.65, -0.26, -0.04, -0.60, 0.22, 0.20, 0.34, 0.20, 0.21, 0.21, 0.21, 0.16, 0.19, 0.15, 0.21, 0.20, 0.21, 0.22, 0.23], "orbital_gap_ev": 10.3852, "fmax_ha_per_bohr": 0.02463, "e_above_lowest_kj_mol": 132.6, "e_tot_ha": -330.4174, "smiles": "C=C(C)C(C)C.C=N", "charge": 0, "homo_ev": -9.361}

Number 2 is which compound?
C28H47B2Br4Cl4F4N2NaO17